# 1
Entry from the Open Molecules 2025 dataset: the molecule C23H24N8O4 in a non-equilibrium geometry (wB97M-V/def2-TZVPD).

```
59
Properties=species:S:1:pos:R:3:nbo_charge:R:1
O 7.542 -1.305 0.132 -0.49
O 0.595 3.479 1.080 -0.49
O -0.732 -3.724 0.779 -0.54
O -6.116 1.905 -0.093 -0.12
N -7.141 -1.386 -0.181 -0.81
N -4.137 -0.929 -0.142 -0.20
N -7.112 0.984 -0.142 -0.17
N -0.079 -1.884 -0.408 -0.44
N -4.495 -2.219 -0.322 -0.08
N -4.911 1.334 -0.090 -0.09
N 1.241 -2.009 -0.208 -0.21
N -3.466 -2.952 -0.239 -0.16
C 3.002 3.727 -0.652 -0.61
C 4.050 -2.192 0.220 -0.14
C 1.605 4.202 -1.033 -0.43
C -6.537 -0.194 -0.167 0.30
C 3.437 -1.140 -0.469 -0.14
C -0.269 1.390 1.623 -0.25
C -2.000 0.336 0.329 -0.18
C -1.181 2.514 -0.298 -0.27
C -0.283 2.499 0.768 0.32
C -2.379 -2.186 -0.003 -0.05
C -1.107 0.324 1.405 -0.16
C -2.791 -0.855 0.066 0.22
C 5.411 -2.206 0.401 -0.26
C -2.032 1.445 -0.508 -0.15
C 2.008 -1.100 -0.658 0.06
C 8.408 0.910 0.706 -0.64
C 5.608 -0.122 -0.788 -0.28
C 8.438 -0.280 -0.249 -0.06
C 4.238 -0.116 -0.969 -0.18
C 6.212 -1.170 -0.098 0.32
C -5.106 0.047 -0.132 0.22
C -1.003 -2.718 0.177 0.64
C 0.784 4.573 0.205 -0.06
H -6.557 -2.200 -0.306 0.44
H -2.711 1.469 -1.346 0.23
H 3.429 -2.985 0.605 0.24
H 9.150 1.643 0.401 0.22
H 3.783 0.703 -1.509 0.21
H 6.189 0.691 -1.193 0.21
H 8.247 0.040 -1.280 0.17
H 1.602 -0.235 -1.205 0.15
H -0.178 5.015 -0.081 0.18
H -0.411 -1.061 -0.920 0.37
H 9.422 -0.756 -0.215 0.20
H 3.561 3.441 -1.539 0.21
H 2.940 2.870 0.015 0.22
H 7.428 1.380 0.712 0.21
H -1.231 3.352 -0.974 0.22
H 1.334 5.304 0.804 0.20
H 1.669 5.081 -1.677 0.21
H 1.092 3.413 -1.587 0.20
H 5.897 -3.011 0.929 0.23
H 8.634 0.577 1.716 0.22
H 0.422 1.393 2.451 0.23
H -8.137 -1.429 -0.294 0.41
H 3.547 4.518 -0.142 0.20
H -1.078 -0.529 2.067 0.23
```

Its HOMO-LUMO gap is 7.996 eV. Its total energy is -1629.736503 a.u. As for the relative energy (zero: lowest compared OMol25 entry of this formula, charge and spin): 0.0 kcal/mol. The calculation puts the highest occupied orbital energy at -8.02 eV. As for the SMILES: CCCOc1ccc(-c2c(C(=O)N/N=C/c3ccc(OCC)cc3)nnn2-c2nonc2N)cc1. The value obtained for the LUMO energy is 0.0 eV. Its spin multiplicity is 1.

---

# 2
Entry from the Open Molecules 2025 dataset: a cluster of 2 separate species, C7H14OS2 in total in a non-equilibrium geometry (wB97M-V/def2-TZVPD).

```
24
Properties=species:S:1:pos:R:3:nbo_charge:R:1
S 3.289 -1.125 1.137 0.08
S 4.216 -1.106 2.966 0.08
O 1.601 1.421 2.218 -0.60
C 4.264 0.174 0.329 -0.53
C 1.122 0.324 1.981 0.64
C 4.609 1.595 2.442 -0.41
C 0.583 -0.034 0.615 -0.73
C 4.090 1.534 1.002 -0.44
C 3.917 0.629 3.401 -0.57
C 1.035 -0.755 3.035 -0.74
H 4.466 2.625 2.823 0.22
H 3.903 0.204 -0.717 0.23
H 3.015 1.798 0.987 0.25
H 5.695 1.381 2.451 0.20
H -0.485 -0.302 0.683 0.23
H 5.325 -0.141 0.310 0.22
H 0.688 0.819 -0.076 0.23
H 1.135 -0.894 0.200 0.24
H 4.630 2.291 0.401 0.21
H 1.595 -1.650 2.716 0.25
H 4.310 0.746 4.429 0.23
H 1.458 -0.396 3.989 0.23
H -0.017 -1.040 3.203 0.23
H 2.824 0.801 3.437 0.26
```

Its HOMO-LUMO gap is 8.986 eV. Its total energy is -1146.706890 a.u. As for the relative energy (zero: lowest compared OMol25 entry of this formula, charge and spin): 23.3 kcal/mol. The calculation puts the highest occupied orbital energy at -8.28 eV. As for the SMILES: C1CCSSC1.CC(C)=O. The value obtained for the LUMO energy is 0.7 eV. Its spin multiplicity is 1.

---

# 3
Entry from the Open Molecules 2025 dataset: a structure of composition C31H29Br2IrN2O3P2S in a non-equilibrium geometry (wB97M-V/def2-TZVPD).

```
71
Properties=species:S:1:pos:R:3:lowdin_spin:R:1
Ir -0.631 -1.097 0.102 0.27
Br 1.460 -1.733 6.354 0.01
Br 6.055 -1.213 -0.193 0.00
S -3.271 -0.220 -0.181 0.01
P -0.661 -3.295 -0.670 0.08
P -0.490 1.391 -0.481 0.20
O -4.546 -0.781 0.033 0.00
O -2.352 -0.198 1.023 0.04
O -2.377 -0.950 -1.178 0.02
N 1.426 -1.099 -0.078 0.01
N -0.001 -1.515 1.981 0.01
C 0.925 -4.148 -0.591 0.01
C -3.323 3.965 -1.799 0.00
C 1.436 1.961 1.420 0.03
C 3.462 -1.044 -1.323 0.00
C -2.113 3.368 -1.450 0.01
C -0.409 3.112 3.169 0.00
C 0.938 3.042 3.507 0.05
C 0.953 1.363 -4.218 0.00
C -3.323 1.417 -0.771 0.00
C 1.677 2.578 -1.807 0.02
C 0.216 1.112 -3.076 0.01
C 0.583 1.713 -1.863 0.02
C -0.881 -1.719 2.978 0.01
C 2.408 2.825 -2.960 0.00
C 1.783 -1.456 3.559 0.00
C 1.859 2.466 2.635 0.00
C -4.526 1.991 -1.127 0.00
C 2.140 -1.235 1.065 0.00
C 3.519 -1.271 1.059 0.00
C 0.081 2.051 1.064 0.04
C 2.053 2.216 -4.157 0.02
C -2.102 2.086 -0.917 0.02
C 0.874 -1.661 4.597 0.01
C -1.806 -4.196 0.391 0.04
C 1.315 -1.398 2.266 0.01
C -1.252 -3.424 -2.362 0.00
C -0.844 2.613 1.953 0.03
C -0.476 -1.811 4.290 0.00
C 2.088 -1.024 -1.245 0.00
C -4.518 3.285 -1.643 0.00
C 4.201 -1.166 -0.150 0.00
H 2.907 2.434 2.899 0.00
H -1.931 -5.205 -0.010 0.01
H 1.631 -3.726 -1.304 0.00
H -0.534 -2.985 -3.054 0.00
H 2.622 2.423 -5.053 0.00
H 3.947 -0.975 -2.287 0.00
H -2.780 -3.705 0.404 0.00
H -1.349 -4.489 -2.588 0.00
H -1.210 -1.985 5.064 0.00
H -1.410 -4.269 1.404 0.00
H -2.218 -2.940 -2.475 0.00
H 1.941 3.085 -0.888 0.00
H -5.451 3.753 -1.927 0.00
H 0.667 0.913 -5.159 0.00
H -3.321 4.970 -2.200 0.00
H 1.483 -0.928 -2.136 0.00
H -1.117 3.568 3.847 0.00
H 2.159 1.531 0.737 0.00
H 4.067 -1.391 1.982 0.00
H 2.836 -1.346 3.773 0.00
H 3.245 3.509 -2.928 0.00
H 1.275 3.447 4.452 0.00
H -0.659 0.469 -3.126 0.00
H -5.448 1.439 -1.004 0.00
H 1.342 -4.098 0.415 0.00
H -1.924 -1.796 2.705 0.00
H 0.764 -5.197 -0.847 0.00
H -1.892 2.677 1.689 0.00
H -1.189 3.915 -1.592 0.00
```

Its HOMO-LUMO gap (alpha / beta) is 7.466 / 5.784 eV. Its expectation value of S² is 0.77. Its total energy is -7866.308026 a.u. As for the relative energy (zero: lowest compared OMol25 entry of this formula, charge and spin): 28.4 kcal/mol. The calculation puts the highest occupied orbital energy (alpha / beta) at -16.76 / -17.42 eV. The value obtained for the LUMO energy (alpha / beta) is -9.3 / -11.6 eV. Its spin multiplicity is 2. The net charge is +3.

---

# 4
Entry from the Open Molecules 2025 dataset: a structure of composition C18H36FO18Tl in a non-equilibrium geometry (wB97M-V/def2-TZVPD).

```
74
Properties=species:S:1:pos:R:3:lowdin_charge:R:1
Tl -1.340 -2.936 -0.027 1.32
F -0.728 -0.223 -0.394 -0.29
O 4.094 0.150 -0.822 0.16
O 0.600 -1.878 1.858 0.05
O -5.975 -1.908 -0.608 0.08
O -0.052 -2.558 -2.605 0.03
O -2.809 -1.693 4.577 0.07
O -5.026 -0.174 -1.457 0.02
O 2.782 -1.847 1.325 0.01
O 1.271 4.320 0.240 0.23
O 1.550 -3.487 -3.759 0.08
O -4.027 -1.367 0.171 0.06
O 3.096 1.616 0.524 0.06
O 2.117 4.522 -1.785 0.03
O -2.138 -1.818 2.518 0.05
O 2.224 -1.393 3.334 0.06
O 4.131 2.336 -1.106 0.05
O -2.062 0.132 3.610 0.01
O 1.633 -1.468 -3.450 0.11
O 0.752 2.969 -1.465 0.09
C -3.276 -0.884 5.660 0.01
C 2.590 0.610 1.344 -0.04
C -2.342 -1.159 3.503 -0.64
C 1.778 -1.713 2.156 -0.64
C 5.022 2.244 -2.197 0.00
C 1.353 -0.339 -2.694 -0.03
C 0.962 -2.514 -3.217 -0.75
C 1.400 3.975 -0.847 -0.67
C -4.953 -1.145 -0.579 -0.64
C -7.014 -1.692 -1.547 0.00
C -3.931 0.728 -1.515 -0.01
C 2.508 -1.966 -0.102 0.00
C 3.841 1.257 -0.498 -0.66
C -1.917 0.875 2.365 0.01
C 0.845 -4.785 -3.822 0.05
C 2.789 5.771 -1.536 0.02
C 1.282 -1.058 4.330 0.00
C 0.015 2.085 -0.656 -0.01
H 4.657 1.611 -3.013 0.11
H 3.642 5.855 -2.206 0.10
H 2.093 6.579 -1.770 0.11
H 1.775 -0.947 5.286 0.11
H -0.687 1.544 -1.280 0.09
H 2.096 -0.196 0.789 0.06
H -0.618 2.647 0.067 0.15
H -3.464 0.893 -0.550 0.08
H -1.982 1.925 2.622 0.11
H -7.701 -0.876 -1.300 0.11
H -7.611 -2.595 -1.582 0.11
H 0.567 -5.137 -2.826 0.09
H 1.545 -5.488 -4.253 0.10
H -0.045 -4.675 -4.444 0.11
H 1.636 -1.374 -0.371 0.05
H -4.329 1.679 -1.862 0.11
H 2.322 -3.021 -0.294 0.13
H 3.404 -1.575 -0.561 0.10
H 0.287 -0.092 -2.691 0.10
H 3.373 0.166 1.982 0.14
H -2.504 -0.251 6.121 0.11
H 5.155 3.230 -2.630 0.10
H -2.722 0.623 1.674 0.09
H -4.021 -0.167 5.302 0.11
H -3.630 -1.555 6.427 0.11
H 0.651 1.386 -0.043 0.12
H -6.613 -1.448 -2.533 0.11
H 0.715 -0.149 4.124 0.10
H -0.974 0.592 1.893 0.07
H 1.905 1.083 2.039 0.12
H 1.610 -0.491 -1.646 0.05
H -3.215 0.344 -2.237 0.10
H 3.190 5.824 -0.525 0.11
H 1.917 0.499 -3.082 0.12
H 5.987 1.833 -1.898 0.11
H 0.545 -1.863 4.445 0.11
```

Its HOMO-LUMO gap is 2.975 eV. Its total energy is -2333.267376 a.u. As for the relative energy (zero: lowest compared OMol25 entry of this formula, charge and spin): 59.2 kcal/mol. The calculation puts the highest occupied orbital energy at -15.87 eV. The value obtained for the LUMO energy is -12.9 eV. Its spin multiplicity is 1. The net charge is +2.

---

# 5
Entry from the Open Molecules 2025 dataset: a cluster of 2 separate species, CH4IN2O in total in a non-equilibrium geometry (wB97M-V/def2-TZVPD).

```
9
Properties=species:S:1:pos:R:3:nbo_charge:R:1
I 2.560 -1.430 1.664 -0.95
O -1.913 0.716 -0.803 -0.73
N 0.079 1.177 0.171 -0.85
N -0.335 -0.934 -0.534 -0.86
C -0.760 0.357 -0.480 0.77
H -0.866 -1.651 -0.984 0.39
H 0.920 0.849 0.634 0.42
H 0.537 -1.186 -0.082 0.42
H -0.223 2.102 0.414 0.39
```

Its HOMO-LUMO gap is 7.954 eV. Its total energy is -523.101311 a.u. As for the relative energy (zero: lowest compared OMol25 entry of this formula, charge and spin): 3.0 kcal/mol. The calculation puts the highest occupied orbital energy at -4.06 eV. The value obtained for the LUMO energy is 3.9 eV. Its spin multiplicity is 1. The net charge is -1.

---

# 6
Entry from the Open Molecules 2025 dataset: a cluster of 3 separate species, C18H28FN2O3S in total (wB97M-V/def2-TZVPD).

```
53
Properties=species:S:1:pos:R:3:nbo_charge:R:1
S -4.572 1.869 -1.209 2.37
F -1.036 3.444 -0.375 -0.34
O -4.048 3.188 -1.026 -0.94
O -4.814 1.245 0.243 -0.90
O -5.730 1.651 -2.007 -0.90
N -0.225 1.213 0.931 -0.62
N 0.582 1.252 -0.264 -0.20
C -1.459 -2.455 2.444 -0.17
C -3.389 -3.843 2.776 -0.21
C -2.533 -0.041 -0.766 -0.42
C 5.637 0.844 0.417 -0.21
C -2.563 -4.953 2.892 -0.20
C 1.191 2.607 -0.509 -0.26
C 4.837 -0.181 -2.046 -0.22
C -2.837 -2.589 2.553 -0.23
C 4.393 0.242 0.287 -0.26
C 3.999 -0.269 -0.943 -0.20
C 6.082 0.416 -1.911 -0.20
C -0.632 -3.563 2.555 -0.24
C -0.138 0.706 -1.482 -0.22
C 6.480 0.927 -0.682 -0.19
C -3.272 0.790 -1.813 -0.68
C 0.190 3.676 -0.948 0.03
C -1.187 -4.815 2.782 -0.20
C -1.112 -0.429 -1.191 -0.43
H 1.937 2.459 -1.291 0.25
H -0.684 -1.097 -0.435 0.22
H -5.140 1.950 0.824 0.52
H 0.554 4.650 -0.619 0.21
H -2.622 1.492 -2.336 0.23
H 0.121 1.921 1.571 0.38
H -0.105 0.298 1.355 0.38
H -3.481 -1.723 2.467 0.21
H 0.069 3.699 -2.031 0.19
H -4.461 -3.954 2.861 0.22
H -0.546 -5.682 2.876 0.22
H -0.609 1.538 -1.997 0.23
H -2.515 0.444 0.206 0.24
H 1.707 2.882 0.411 0.23
H 6.745 0.481 -2.763 0.23
H -1.027 -1.473 2.278 0.16
H -1.155 -1.028 -2.104 0.24
H 5.954 1.235 1.375 0.23
H 4.527 -0.582 -3.003 0.22
H -3.775 0.159 -2.544 0.26
H -3.083 -0.975 -0.632 0.24
H 7.454 1.387 -0.580 0.23
H 0.443 -3.457 2.471 0.21
H 3.035 -0.763 -1.048 0.18
H 3.745 0.156 1.153 0.20
H 1.393 0.640 -0.127 0.43
H -2.995 -5.930 3.069 0.22
H 0.671 0.340 -2.118 0.23
```

Its HOMO-LUMO gap is 8.766 eV. Its total energy is -1535.661307 a.u. The calculation puts the highest occupied orbital energy at -11.78 eV. The value obtained for the LUMO energy is -3.0 eV. Its spin multiplicity is 1. The net charge is +1.